(1)
ORCA calculation (wB97M-V/def2-TZVPD) on the molecule C22H20N2O5S2.

Geometry as XYZ:
```
51
Properties=species:S:1:pos:R:3:lowdin_charge:R:1
C -10.2310 -1.8343 0.2833 -0.019
C -9.6370 -0.4475 0.3586 -0.412
O -10.3348 0.5294 0.5311 0.076
C -8.1682 -0.3333 0.2134 -0.167
C -7.3216 -1.4228 0.0078 -0.016
C -5.9588 -1.2512 -0.1203 0.004
C -5.4023 0.0255 -0.0449 -0.209
N -4.0387 0.2659 -0.1566 0.136
C -3.0219 -0.6179 -0.4212 -0.410
O -3.1898 -1.7976 -0.6486 0.082
C -1.6728 0.0101 -0.4335 -0.143
C -0.6961 -0.5749 -1.2392 -0.005
C 0.5748 -0.0489 -1.2976 0.004
C 0.9088 1.0689 -0.5320 -0.201
N 2.2083 1.5605 -0.6465 0.127
C 2.8252 2.4916 0.1230 -0.475
O 2.2974 3.1666 0.9781 0.082
C 4.3161 2.6315 -0.1993 -0.120
C 5.1215 1.6171 0.5965 -0.200
S 4.7021 -0.0741 0.0402 0.645
O 3.6433 -0.6052 0.8471 -0.282
O 4.4912 -0.0333 -1.3885 -0.325
C 6.1615 -1.0308 0.3613 -0.626
C 6.3136 -2.0155 1.2888 -0.133
C 7.6116 -2.5686 1.2701 -0.166
C 8.4091 -1.9895 0.3331 -0.385
S 7.5947 -0.7635 -0.5537 1.045
C -0.0518 1.6400 0.2991 0.008
C -1.3278 1.1129 0.3440 -0.022
C -6.2437 1.1222 0.1620 -0.013
C -7.6010 0.9420 0.2876 -0.011
H -11.3088 -1.7680 0.4083 0.083
H -9.8158 -2.4627 1.0680 0.086
H -10.0079 -2.2853 -0.6809 0.086
H -7.7200 -2.4231 -0.0549 0.108
H -5.3146 -2.0990 -0.2814 0.100
H -3.7751 1.2376 -0.0657 0.129
H -0.9613 -1.4470 -1.8172 0.121
H 1.3280 -0.5058 -1.9227 0.119
H 2.8015 1.0113 -1.2617 0.098
H 4.4960 2.4772 -1.2643 0.118
H 4.6257 3.6407 0.0799 0.131
H 4.8896 1.6539 1.6576 0.118
H 6.1896 1.7442 0.4335 0.093
H 5.5167 -2.3201 1.9412 0.119
H 7.9326 -3.3597 1.9225 0.108
H 9.4322 -2.2136 0.1054 0.069
H 0.2099 2.4850 0.9133 0.102
H -2.0403 1.5543 1.0270 0.113
H -5.8209 2.1158 0.2227 0.112
H -8.2578 1.7842 0.4469 0.118
```

E_tot = -58027.536 eV
charge = 0
structure (SMILES) = CC(=O)c1ccc(NC(=O)c2ccc(NC(=O)CCS(=O)(=O)c3cccs3)cc2)cc1
LUMO energy = -0.025 eV
frontier orbital gap = 8.4 eV

---

(2)
ORCA calculation (wB97M-V/def2-TZVPD) on the molecule C22H20N4O2.

Geometry as XYZ:
```
48
Properties=species:S:1:pos:R:3:lowdin_charge:R:1
O 2.4323 1.3260 0.1636 0.077
C 1.3441 1.2420 0.6766 -0.440
N 1.2006 0.7083 1.9434 0.128
C 2.3127 0.3860 2.8826 -0.235
C 3.2401 1.5425 3.2027 -0.161
N 4.5098 1.1903 2.5901 -0.055
C 4.6124 -0.2701 2.7471 -0.152
C 3.2132 -0.7407 2.3737 -0.232
C 2.7835 -2.1020 2.8650 -0.199
C 2.4283 -3.1121 1.9977 -0.029
C 1.8947 -4.3726 2.4176 -0.063
C 1.8293 -4.6280 3.7919 -0.098
C 2.1920 -3.6057 4.6895 -0.075
C 2.6601 -2.3588 4.2331 -0.042
C 0.1627 1.6872 -0.1157 -0.110
C -1.0379 2.0888 0.4606 -0.032
C -2.1283 2.5094 -0.3027 0.012
C -2.0723 2.5279 -1.7293 -0.088
C -0.9123 2.0610 -2.3761 -0.085
C 0.1796 1.6922 -1.5470 0.057
C -0.8733 1.9299 -3.9197 -0.091
O -2.0011 2.4439 -4.6353 -0.021
C -3.1066 2.9453 -3.9378 -0.164
C -4.2379 3.2910 -4.6235 -0.051
N -5.2994 3.9010 -4.0588 0.087
C -5.2531 4.0065 -2.7383 -0.204
N -4.2984 3.4733 -1.9705 0.136
C -3.1873 3.0018 -2.5468 -0.163
H 0.2607 0.7265 2.3595 0.135
H 1.8590 0.0784 3.8376 0.141
H 2.8588 2.4985 2.8207 0.131
H 3.3628 1.5167 4.2788 0.113
H 4.5288 1.4175 1.6000 0.098
H 4.8178 -0.4799 3.7722 0.101
H 5.4594 -0.6910 2.1080 0.150
H 3.1773 -0.7984 1.2900 0.131
H 2.5179 -2.8882 0.9412 0.107
H 1.5874 -5.0753 1.6738 0.089
H 1.4386 -5.5961 4.1064 0.099
H 2.1278 -3.8203 5.7772 0.109
H 2.9159 -1.6471 4.9514 0.089
H -1.1575 2.1141 1.5494 0.111
H -3.0099 2.7967 0.2250 0.101
H 1.0933 1.3696 -1.9906 0.111
H -0.7589 0.8942 -4.2038 0.126
H 0.0005 2.4432 -4.3085 0.128
H -4.2445 3.1967 -5.6935 0.120
H -6.0223 4.5805 -2.2282 0.108
```

E_tot = -33193.780 eV
charge = 0
structure (SMILES) = O=C(N[C@@H]1CNC[C@H]1c1ccccc1)c1ccc2c(c1)COc1cncnc1-2
LUMO energy = -0.510 eV
frontier orbital gap = 8.0 eV

---

(3)
ORCA calculation (wB97M-V/def2-TZVPD) on the molecule C22H20N4O2S.

Geometry as XYZ:
```
49
Properties=species:S:1:pos:R:3:lowdin_charge:R:1
C 6.1892 1.3460 -0.2376 -0.095
C 6.1220 -0.1817 -0.2993 -0.216
C 4.7164 -0.6528 -0.0643 -0.250
C 4.2563 -0.8969 1.2247 -0.034
C 2.9517 -1.2861 1.4535 -0.021
C 2.0671 -1.4407 0.3878 -0.181
C 0.6773 -1.8262 0.5889 -0.354
C -0.0246 -1.7751 1.7603 -0.348
S -1.6621 -2.2506 1.5334 1.056
C -1.2865 -2.4631 -0.1842 -0.604
N -2.2235 -2.9489 -1.0626 0.123
C -3.5292 -2.5537 -1.2018 -0.423
O -4.3163 -3.1912 -1.8648 0.102
C -3.8989 -1.2787 -0.5374 -0.220
N -3.0014 -0.3761 -0.4563 0.144
N -3.2803 0.8424 0.0452 0.019
C -2.2490 1.8007 -0.1608 -0.168
C -2.5370 3.1529 -0.2926 -0.015
C -1.5036 4.0511 -0.4956 -0.078
C -0.1931 3.6136 -0.5808 -0.091
C 0.0874 2.2620 -0.4692 -0.070
C -0.9353 1.3571 -0.2607 -0.006
C -4.3805 1.0908 0.8476 -0.395
O -4.5856 2.1659 1.3581 0.099
C -5.2535 -0.1236 1.1078 -0.071
C -5.3125 -1.0515 -0.0995 -0.097
N -0.0658 -2.2322 -0.4850 0.122
C 2.5263 -1.2010 -0.9069 -0.023
C 3.8317 -0.8103 -1.1247 -0.032
H 5.5447 1.7838 -0.9967 0.074
H 5.8594 1.7002 0.7365 0.074
H 7.2073 1.6892 -0.4060 0.068
H 6.4666 -0.5175 -1.2793 0.109
H 6.7857 -0.6015 0.4594 0.109
H 4.9332 -0.7847 2.0598 0.114
H 2.6222 -1.4827 2.4624 0.108
H 0.3046 -1.4612 2.7289 0.067
H -1.9060 -3.6537 -1.7181 0.167
H -3.5530 3.5042 -0.2304 0.108
H -1.7301 5.1022 -0.5930 0.104
H 0.6060 4.3224 -0.7385 0.100
H 1.1042 1.9045 -0.5396 0.101
H -0.7226 0.3048 -0.1855 0.081
H -4.8129 -0.6501 1.9620 0.129
H -6.2419 0.2258 1.4055 0.128
H -5.8648 -0.5838 -0.9215 0.139
H -5.8035 -1.9954 0.1354 0.126
H 1.8410 -1.3225 -1.7312 0.107
H 4.1731 -0.6260 -2.1335 0.115
```

E_tot = -44029.727 eV
charge = 0
structure (SMILES) = CCc1ccc(-c2csc(NC(=O)C3=NN(c4ccccc4)C(=O)CC3)n2)cc1
LUMO energy = -0.034 eV
frontier orbital gap = 8.1 eV